{"formula": "C17H64N6O15", "method": "ωB97M-V/def2-TZVPD", "species": ["C", "C", "O", "H", "H", "H", "H", "H", "H", "C", "C", "O", "H", "H", "H", "H", "H", "H", "C", "O", "N", "N", "H", "H", "H", "H", "C", "O", "N", "N", "H", "H", "H", "H", "C", "O", "N", "N", "H", "H", "H", "H", "C", "O", "H", "H", "H", "H", "C", "O", "H", "H", "H", "H", "C", "O", "H", "H", "H", "H", "C", "O", "H", "H", "H", "H", "C", "O", "H", "H", "H", "H", "C", "O", "H", "H", "H", "H", "C", "O", "H", "H", "H", "H", "C", "O", "H", "H", "H", "H", "C", "O", "H", "H", "H", "H", "C", "O", "H", "H", "H", "H"], "xyz": [[-13.821, -18.157, -6.411], [-15.149, -17.438, -6.704], [-16.217, -18.468, -7.029], [-14.067, -19.026, -5.767], [-12.998, -17.541, -5.941], [-13.257, -18.498, -7.299], [-14.877, -16.799, -7.542], [-15.478, -16.796, -5.894], [-15.956, -19.121, -7.681], [-11.435, -21.995, -3.325], [-12.474, -21.043, -3.850], [-13.417, -20.714, -2.837], [-10.778, -22.505, -4.099], [-11.851, -22.818, -2.757], [-10.904, -21.540, -2.543], [-13.048, -21.647, -4.588], [-12.085, -20.226, -4.427], [-13.839, -21.527, -2.570], [-15.847, -19.418, -10.479], [-15.159, -18.378, -9.825], [-17.160, -19.492, -10.589], [-15.306, -20.447, -10.983], [-17.558, -20.110, -11.350], [-17.781, -18.729, -10.185], [-15.911, -21.169, -11.316], [-14.246, -20.461, -10.994], [-19.874, -19.732, -6.885], [-20.425, -20.932, -6.606], [-18.733, -19.461, -6.393], [-20.411, -18.801, -7.654], [-18.361, -20.267, -5.842], [-18.044, -18.705, -6.671], [-21.283, -18.988, -8.162], [-19.826, -17.948, -7.806], [-16.735, -22.169, -8.185], [-17.071, -22.957, -7.069], [-15.816, -22.387, -9.001], [-17.391, -21.098, -8.385], [-15.261, -23.287, -8.951], [-15.559, -21.742, -9.737], [-18.153, -20.802, -7.764], [-17.347, -20.378, -9.173], [-11.845, -19.292, -10.073], [-12.496, -20.193, -10.992], [-12.475, -18.640, -9.572], [-11.116, -18.707, -10.504], [-11.299, -19.791, -9.304], [-11.796, -20.486, -11.588], [-16.089, -15.470, -10.419], [-15.677, -14.200, -10.274], [-15.598, -16.043, -11.185], [-17.143, -15.543, -10.608], [-15.865, -15.947, -9.459], [-14.758, -14.228, -10.348], [-12.887, -21.104, -7.764], [-13.970, -21.648, -7.069], [-13.319, -20.456, -8.512], [-12.239, -21.863, -8.124], [-12.280, -20.536, -7.099], [-14.617, -21.838, -7.757], [-14.229, -15.262, -4.212], [-14.600, -16.512, -3.534], [-13.955, -14.554, -3.422], [-15.051, -14.748, -4.670], [-13.560, -15.408, -5.065], [-13.829, -17.011, -3.409], [-11.129, -16.438, -3.756], [-11.550, -17.779, -3.938], [-11.863, -16.145, -3.028], [-11.404, -15.770, -4.630], [-10.091, -16.364, -3.486], [-11.731, -18.189, -3.052], [-12.678, -15.828, -9.533], [-13.085, -14.577, -9.922], [-12.731, -16.436, -10.493], [-13.398, -16.233, -8.849], [-11.727, -15.566, -9.012], [-13.225, -14.045, -9.110], [-16.415, -20.789, -4.758], [-17.594, -21.627, -4.681], [-16.120, -20.894, -5.813], [-15.700, -21.148, -4.027], [-16.713, -19.699, -4.570], [-17.313, -22.558, -4.353], [-16.904, -14.598, -6.882], [-17.125, -13.629, -7.886], [-15.783, -14.639, -6.745], [-17.297, -15.551, -7.276], [-17.384, -14.294, -5.986], [-16.824, -14.034, -8.738], [-18.178, -16.780, -4.264], [-19.204, -17.655, -4.422], [-17.214, -17.344, -4.264], [-18.371, -16.178, -3.420], [-18.204, -16.226, -5.199], [-19.085, -18.403, -5.011], [-10.326, -16.661, -7.099], [-9.387, -16.370, -8.017], [-10.959, -17.201, -7.785], [-10.853, -15.825, -6.625], [-9.945, -17.341, -6.248], [-9.102, -17.277, -8.238]], "forces_ev_per_angstrom": [[0.627, -0.191, 0.826], [0.857, -1.847, -1.235], [0.727, 2.486, 1.157], [0.559, 0.380, -0.228], [-1.331, -0.292, 0.079], [-0.969, -0.077, -0.022], [-0.975, 0.085, -0.474], [-0.421, -0.589, 0.156], [0.775, 0.239, -0.257], [0.662, -1.135, -0.726], [-1.568, -3.000, -1.140], [0.639, 1.437, 0.077], [-0.622, 1.068, 0.811], [-0.820, -0.411, -0.259], [1.551, 0.965, 0.737], [0.264, 0.511, -0.113], [0.101, 0.930, 0.486], [-0.132, -0.286, 0.099], [2.816, 7.950, 4.159], [-3.523, -5.581, -3.258], [-4.566, 1.949, -0.772], [4.678, -2.386, -1.511], [0.386, 1.400, 1.484], [1.335, -1.300, -1.102], [0.358, -0.362, -0.676], [-1.179, -0.318, -0.350], [-5.383, -6.821, 0.472], [1.736, 5.301, -1.688], [5.598, 0.489, 2.424], [-0.656, 2.012, -1.874], [-0.255, 0.747, -0.373], [-0.980, -1.259, 0.250], [0.874, 0.327, 0.556], [-1.436, -1.073, 0.016], [-5.398, -4.808, 9.786], [2.354, 3.179, -5.893], [6.761, -4.410, -4.305], [-3.837, 5.895, -0.822], [-1.257, 1.553, 0.057], [-0.118, -0.311, 0.630], [0.768, -1.172, -0.034], [0.464, -2.305, 1.393], [0.216, -1.677, 0.130], [0.613, 0.625, 0.419], [-1.982, 0.935, 0.485], [1.461, 1.396, -1.785], [0.212, -1.035, 0.597], [-0.350, -0.142, -0.029], [-0.338, -2.531, 1.160], [-2.167, 3.044, -0.606], [0.446, -0.201, -0.533], [-0.728, 0.194, -0.063], [-0.364, -0.927, -0.148], [2.662, 0.270, -0.126], [-0.861, 0.240, 0.365], [-0.073, -0.244, 0.669], [0.517, 0.229, -0.580], [0.602, -0.859, -1.009], [0.341, 0.765, 0.679], [-0.085, -0.209, 0.538], [-0.317, -0.691, 1.184], [-1.771, 2.408, -1.379], [0.903, -0.057, -0.423], [-1.186, -0.455, -0.033], [0.522, -0.042, 0.564], [1.748, -1.156, 0.069], [-1.911, 0.450, -0.425], [0.034, -1.445, 0.093], [0.570, 1.364, 1.048], [0.688, -1.225, 0.677], [0.358, 0.268, 0.220], [0.376, 0.612, -1.267], [0.894, -0.610, -0.455], [-1.334, 3.087, -0.139], [0.895, 0.373, 1.490], [-0.244, -0.731, 0.525], [-0.062, -1.765, -0.657], [0.206, -0.243, -0.799], [-1.402, 0.142, -0.527], [0.649, -1.484, 1.761], [0.784, 0.265, 0.589], [0.460, 0.419, -0.198], [0.467, -1.546, 0.027], [-0.816, 2.528, -1.276], [1.534, -0.077, -1.838], [-0.208, -0.118, -0.970], [-1.048, -0.458, 0.300], [0.285, -0.063, 0.751], [-0.435, 0.175, 0.781], [-0.131, 1.007, 0.958], [1.684, -1.112, -2.494], [-3.087, -1.276, 1.373], [-0.195, 0.799, 0.630], [0.191, 0.708, 0.988], [0.688, 1.107, 0.142], [0.539, 0.139, 0.031], [-1.861, -2.090, 2.276], [3.643, 0.614, -1.464], [-1.989, -0.768, 1.238], [0.398, 0.127, -0.535], [-0.608, 0.922, -1.060], [0.502, 1.059, -0.481]], "lowdin_charge": [-0.062, -0.210, -0.130, 0.086, 0.067, 0.048, 0.061, 0.067, 0.035, -0.091, -0.327, -0.079, 0.103, 0.068, 0.048, 0.106, 0.086, 0.074, -0.591, -0.090, 0.115, 0.156, 0.169, 0.173, 0.124, 0.124, -0.692, -0.071, 0.104, 0.165, 0.105, 0.122, 0.128, 0.130, -0.664, -0.105, 0.152, 0.192, 0.185, 0.063, 0.089, 0.075, -0.129, -0.107, 0.028, 0.066, 0.071, 0.103, -0.208, -0.089, 0.080, 0.087, 0.060, 0.008, -0.175, -0.115, 0.050, 0.079, 0.065, 0.004, -0.121, -0.098, 0.090, 0.045, 0.065, 0.009, -0.154, -0.165, 0.067, 0.072, 0.083, 0.110, -0.151, -0.127, 0.121, 0.051, 0.091, 0.123, -0.131, -0.184, 0.046, 0.062, 0.093, 0.135, -0.174, -0.133, 0.078, 0.077, 0.065, 0.042, -0.177, -0.120, 0.079, 0.076, 0.052, 0.014, -0.239, -0.102, 0.051, 0.075, 0.114, 0.103], "gap_ev": 8.162, "total_charge": 0, "lumo_energy_ha": -0.0164}


{"formula": "C5H5N2O2S2", "method": "ωB97M-V/def2-TZVPD", "species": ["C", "C", "C", "C", "C", "N", "N", "O", "O", "S", "S", "H", "H", "H", "H", "H"], "xyz": [[-2.430, -1.093, -0.471], [-2.321, 0.170, 0.112], [-0.367, -0.668, -0.247], [1.656, 0.225, 0.879], [1.068, -0.801, -0.017], [-1.217, -1.609, -0.645], [-1.013, 0.410, 0.218], [2.937, 0.223, 0.955], [0.913, 0.848, 1.634], [1.226, 1.687, -1.749], [2.083, -2.053, -0.558], [-3.331, -1.639, -0.554], [-3.178, 0.929, 0.412], [-0.398, 1.222, 0.517], [1.075, 2.673, -0.928], [3.297, -0.524, 0.443]], "forces_ev_per_angstrom": [[-0.325, 1.686, 1.355], [-3.729, 1.451, -0.011], [1.400, -1.525, 0.421], [-2.553, -2.760, -0.505], [0.154, 0.329, -0.178], [1.008, -0.692, -0.613], [1.120, 1.997, -0.097], [2.324, 1.353, 1.188], [1.176, 1.857, 0.621], [0.266, -0.894, -1.463], [-0.156, 0.108, -0.285], [-0.659, -0.509, -0.448], [2.211, -1.729, -0.662], [-1.752, -1.346, 0.163], [-0.190, 1.169, 1.070], [-0.295, -0.494, -0.556]], "lowdin_charge": [-0.204, -0.145, -0.453, -0.727, -0.706, 0.091, 0.039, 0.053, -0.005, 0.508, 0.519, 0.066, 0.126, 0.129, -0.302, 0.010], "multiplicity": 3, "gap_ev": [5.593, 4.886], "total_charge": -1, "lumo_energy_ha": [0.1152, 0.0263]}


Energy relative to the best compared isomer or geometry (same formula, charge and spin), respectively: 381.8, 0.0 kJ/mol.